[1]
{"formula": "C11H33N11O22", "method": "ωB97M-V/def2-TZVPD", "symbols": ["C", "N", "O", "O", "H", "H", "H", "C", "N", "O", "O", "H", "H", "H", "C", "N", "O", "O", "H", "H", "H", "C", "N", "O", "O", "H", "H", "H", "C", "N", "O", "O", "H", "H", "H", "C", "N", "O", "O", "H", "H", "H", "C", "N", "O", "O", "H", "H", "H", "C", "N", "O", "O", "H", "H", "H", "C", "N", "O", "O", "H", "H", "H", "C", "N", "O", "O", "H", "H", "H", "C", "N", "O", "O", "H", "H", "H"], "positions_angstrom": [[-8.82809, -3.27599, 3.14526], [-7.99459, -2.40567, 2.24409], [-7.90154, -2.75836, 1.07143], [-7.22470, -1.59017, 2.77926], [-8.33308, -4.20986, 3.41159], [-9.69116, -3.47826, 2.51099], [-9.01905, -2.63249, 4.00407], [-0.46863, 7.97623, 3.94664], [-0.61240, 6.99624, 2.83817], [-1.56037, 7.21540, 2.08851], [0.26076, 6.09698, 2.68588], [0.44508, 7.77362, 4.50537], [-1.20391, 7.75432, 4.72010], [-0.45117, 8.97394, 3.50807], [4.86313, 3.88778, -1.43646], [4.40815, 2.62469, -2.06350], [3.79070, 2.65155, -3.10790], [4.54676, 1.58036, -1.41238], [4.63317, 3.82667, -0.37276], [4.26773, 4.66161, -1.92100], [5.92408, 4.00180, -1.65892], [-0.80010, -0.31080, 1.55978], [-1.17930, -0.03644, 0.15107], [-0.95896, -0.97916, -0.56865], [-1.61057, 1.05241, -0.16905], [-1.56407, 0.19283, 2.15205], [0.21332, 0.06852, 1.69086], [-0.90209, -1.38577, 1.70862], [3.26957, -2.21402, -7.28578], [3.42200, -1.10002, -8.30628], [2.42276, -0.58833, -8.81493], [4.55027, -0.81455, -8.75878], [2.66032, -3.01975, -7.69530], [2.67423, -1.70562, -6.52735], [4.28408, -2.49705, -7.00511], [2.40341, -5.33143, 7.51993], [2.77947, -4.06485, 6.80588], [2.77562, -4.01490, 5.56028], [3.23082, -3.18213, 7.45185], [1.61265, -5.83520, 6.96405], [2.10308, -5.11841, 8.54586], [3.31736, -5.92282, 7.57521], [-1.23411, 5.01471, -7.03243], [-2.15794, 6.00536, -7.58309], [-3.22978, 6.05570, -7.04237], [-1.86864, 6.72131, -8.50691], [-1.44423, 4.03070, -7.45158], [-1.37333, 4.98553, -5.95175], [-0.22484, 5.20380, -7.39813], [8.03622, -0.49266, 3.45906], [9.07860, 0.43597, 2.95348], [8.78610, 1.64228, 2.83626], [10.18611, -0.03068, 2.81231], [8.37419, -0.86486, 4.42618], [8.11483, -1.33156, 2.76757], [7.01929, -0.10150, 3.42806], [2.89841, 3.48338, 7.52807], [1.51108, 2.98468, 7.73355], [0.66641, 3.01555, 6.83286], [1.29718, 2.60775, 8.85133], [2.86340, 4.42592, 6.98171], [3.41189, 2.74880, 6.90773], [3.42369, 3.64047, 8.47014], [-4.63276, -7.14455, -0.90078], [-5.12068, -7.96805, -2.02685], [-5.92790, -7.46961, -2.77461], [-4.69198, -9.11383, -2.12967], [-5.31461, -7.36452, -0.07933], [-4.58050, -6.07236, -1.08999], [-3.67714, -7.57323, -0.59891], [-4.98895, -2.00322, -6.48133], [-5.02564, -2.79092, -7.75999], [-5.97742, -2.53477, -8.51254], [-3.97178, -3.35593, -8.14825], [-6.01619, -1.72685, -6.24365], [-4.25360, -1.19875, -6.49509], [-4.51011, -2.72699, -5.82181]], "atomic_forces_ev_per_a": [[-0.7292, 1.2344, -0.5572], [3.2978, -0.9745, 0.0634], [-0.6973, 0.7138, 0.8798], [-1.7476, -0.7516, -0.7078], [0.3580, 0.3762, -0.2397], [-0.2020, -0.1462, 0.5449], [-0.2731, -0.4611, 0.0196], [0.9338, -0.6135, 0.9902], [0.9815, -1.0367, -1.3035], [1.1337, -0.7163, 0.7823], [-2.2788, 2.1113, 0.4957], [0.3334, 0.0183, -0.6184], [-0.6605, 0.4416, -0.6090], [-0.4315, -0.2082, 0.2622], [-0.3082, 0.2993, -0.4300], [-1.2038, -2.1900, 0.8596], [0.5556, 0.6076, -0.0783], [0.4732, 1.2762, -0.4879], [0.3045, -0.0681, -0.1937], [0.2876, 0.0545, 0.1186], [-0.1148, 0.0092, 0.2181], [-0.9816, 0.3348, 0.4094], [0.4534, -0.1249, 0.4051], [-0.2277, -0.1831, -1.2977], [0.0981, -0.4214, 0.0902], [0.4975, 0.2268, 0.2627], [-0.2281, -0.0599, 0.2002], [0.3828, 0.2267, -0.0806], [-0.1068, 1.3812, -0.2207], [0.8374, 0.6230, -3.4041], [0.4400, -0.8641, 1.5798], [-1.3731, -0.9060, 1.7744], [0.2776, 0.1926, -0.2864], [0.3107, -0.3910, 0.4132], [-0.3906, -0.0213, 0.1530], [-0.2530, -0.0913, -0.1122], [0.4711, -0.7508, -2.7357], [-0.7430, -0.9653, 1.5979], [0.3945, 1.4214, 1.8153], [0.2783, 0.0661, 0.0005], [-0.0375, 0.3477, -0.2851], [-0.1029, -0.0162, -0.2849], [1.1871, -0.8398, -0.3191], [-0.6535, 0.3482, -0.0606], [-1.1917, -0.2159, 0.8384], [1.0841, 0.0081, -0.6748], [-0.5926, 0.1092, 0.0269], [0.2307, 0.1226, -0.2595], [-0.0583, 0.4616, 0.4491], [0.0449, -0.9938, -0.7638], [-0.3034, 2.3124, 0.8668], [0.3725, -2.0002, -0.1044], [-0.2237, 0.0937, -0.2981], [-0.1797, 0.3364, 0.0071], [-0.1925, -0.1091, 0.1074], [0.4664, 0.3610, 0.1794], [0.4341, 0.4003, -1.0304], [-0.7624, 0.6188, -0.5523], [1.5235, 0.0571, 0.6682], [-0.4875, -0.6123, 0.9285], [-0.2030, -0.1583, -0.0696], [-0.0319, 0.0278, 0.0783], [-0.4741, -0.3388, -0.0238], [0.4886, -0.5651, 1.0729], [0.2953, -0.6006, -0.6783], [-0.2035, 0.1788, -0.0821], [-0.2258, 0.8822, 0.3423], [-0.1445, 0.2317, -0.0621], [-0.2174, -0.3601, -0.4008], [0.0074, 0.2441, -0.1951], [0.4681, -1.7368, 0.5180], [1.5202, 1.9854, -3.2535], [1.0101, -1.1306, 1.3538], [-2.4615, 0.6046, 1.4623], [0.4162, 0.0242, 0.1112], [-0.4000, 0.1493, -0.7936], [-0.5514, 0.1030, 0.6086]], "smiles": "C[N+](=O)[O-].C[N+](=O)[O-].C[N+](=O)[O-].C[N+](=O)[O-].C[N+](=O)[O-].C[N+](=O)[O-].C[N+](=O)[O-].C[N+](=O)[O-].C[N+](=O)[O-].C[N+](=O)[O-].C[N+](=O)[O-]", "spin_multiplicity": 1, "gap_ev": 10.4, "homo_ha": -0.3960, "lumo_energy_ev": -0.369, "de_lowest_kj_mol": 345.6, "charge": 0}

[2]
{"formula": "C11H34BrCuN8O5", "method": "ωB97M-V/def2-TZVPD", "symbols": ["Cu", "Br", "C", "O", "N", "N", "H", "H", "H", "H", "C", "O", "N", "N", "H", "H", "H", "H", "C", "O", "N", "N", "H", "H", "H", "H", "C", "C", "C", "O", "C", "N", "H", "H", "H", "H", "H", "H", "H", "H", "H", "H", "H", "C", "C", "C", "O", "C", "N", "H", "H", "H", "H", "H", "H", "H", "H", "H", "H", "H"], "positions_angstrom": [[-0.83248, -0.50951, 0.66336], [-2.47942, -1.14301, 2.60530], [1.08914, -0.12206, 3.05403], [0.48771, 0.43681, 2.12844], [2.35371, -0.61513, 2.90395], [0.48937, -0.27860, 4.25850], [2.78469, -0.39222, 2.02028], [2.73138, -1.22920, 3.59496], [0.91319, -0.59344, 5.11044], [-0.49400, -0.06289, 4.31333], [-3.14143, -1.52026, -1.62969], [-2.22197, -1.21680, -0.87783], [-3.12695, -1.19718, -2.97133], [-4.21890, -2.19676, -1.15500], [-2.40463, -0.57923, -3.28231], [-3.95684, -1.31364, -3.52165], [-4.23312, -2.32563, -0.15466], [-5.05867, -2.39952, -1.66068], [0.08861, -3.60705, 1.17597], [0.07265, -2.36445, 1.09418], [-0.15275, -4.24250, 2.36018], [0.24774, -4.41059, 0.08532], [-0.17605, -3.68222, 3.19232], [-0.48913, -5.18459, 2.40083], [0.37374, -3.99473, -0.81445], [0.32105, -5.40457, 0.18495], [-2.70740, 2.19705, -1.51985], [-1.46662, 2.35687, -0.67585], [-1.24427, 3.82468, -0.29152], [-0.08134, 3.93626, 0.50171], [0.98062, 4.64880, -0.10910], [-1.60042, 1.55230, 0.58720], [-2.83195, 1.18103, -1.88503], [-2.78472, 2.87159, -2.38025], [-3.60396, 2.50317, -0.96221], [-0.56831, 2.02987, -1.20452], [-2.12726, 4.18098, 0.25177], [-1.16773, 4.43098, -1.20220], [1.22350, 4.26032, -1.10515], [1.84934, 4.55446, 0.53743], [0.72169, 5.70925, -0.19166], [-2.58348, 1.67605, 0.84190], [-1.11063, 2.08612, 1.30929], [1.77329, -1.90413, -2.31180], [1.93597, -1.07936, -1.04910], [3.22858, -0.29186, -1.08761], [3.58773, 0.24866, 0.16500], [3.26464, 1.60266, 0.33017], [0.74976, -0.14974, -0.86707], [2.69444, -2.48013, -2.49523], [1.57507, -1.38950, -3.25232], [1.06697, -2.73307, -2.21342], [1.97848, -1.71853, -0.16768], [3.24959, 0.41496, -1.93198], [4.05717, -0.97353, -1.31106], [3.52998, 1.92331, 1.33503], [2.20281, 1.83211, 0.19695], [3.85752, 2.20210, -0.37063], [1.12643, 0.79081, -0.79074], [0.25783, -0.14558, -1.75922]], "atomic_forces_ev_per_a": [[-0.3339, 0.1860, 0.8135], [0.3525, 0.3024, -0.7637], [0.1393, -0.5119, 0.5400], [0.4775, 0.2560, -0.1666], [-1.1142, 0.7315, 0.0175], [-0.2527, 0.0843, 0.0623], [0.3929, -0.3924, 0.0076], [0.4034, -0.0718, -0.0652], [0.3963, -0.0794, -0.1675], [-0.0270, -0.0062, -0.2474], [-0.6806, 0.0303, -0.4324], [0.6012, 0.1235, -0.4090], [-0.1997, -0.5269, 0.9956], [0.3332, 0.0813, 0.1877], [0.0388, 0.0550, -0.1314], [0.0261, 0.0831, -0.1759], [0.0308, 0.0050, -0.0034], [0.0150, 0.0691, -0.2610], [-1.2466, 0.2712, 0.1270], [0.7536, -0.7540, -0.2430], [0.6225, 0.3820, -0.5702], [0.0032, 0.2849, 0.6837], [-0.3389, 0.1652, -0.0351], [0.0958, -0.1307, 0.0060], [-0.0564, 0.0867, -0.0840], [0.0799, -0.0864, -0.0686], [-0.7237, 0.4040, -0.3695], [0.0964, 0.3968, 0.5634], [-0.0763, -0.1882, -0.5458], [-0.0642, -0.0843, 0.0520], [-0.1787, 0.1906, 0.0823], [-0.2078, 0.5061, -0.6313], [-0.0966, -0.0283, 0.1715], [0.6422, -0.1063, -0.0292], [0.1596, -0.4174, 0.2451], [-0.0807, -0.0675, -0.0652], [0.1514, 0.0481, 0.1886], [0.0574, -0.0143, 0.0594], [-0.0312, -0.0402, 0.0355], [0.0121, -0.0391, 0.0196], [0.0779, -0.0298, -0.0848], [0.1326, -0.6292, 0.1603], [0.3565, -0.5440, 0.0209], [0.7726, -1.4737, -0.0936], [-0.6205, 0.5856, -0.0330], [0.9504, -0.7549, -0.3757], [-0.4599, -0.0169, 0.2000], [0.2239, 0.9460, -0.1707], [0.0034, -0.3842, -0.2748], [0.0293, 0.3827, 0.0792], [-0.1519, 0.4073, 0.2502], [-0.4643, 0.4852, 0.0566], [-0.0943, -0.0994, -0.0817], [-0.1774, 0.3748, 0.4150], [-0.2583, -0.2029, -0.0835], [0.0417, -0.2042, 0.0943], [0.0333, -0.0331, 0.0869], [-0.1358, 0.0922, -0.0069], [-0.2828, -0.0681, 0.3020], [-0.1479, -0.0315, 0.1467]], "s_squared": 0.7532, "spin_multiplicity": 2, "gap_ev": [8.9, 7.4], "homo_ha": [-0.4020, -0.3993], "lumo_energy_ev": [-1.992, -3.446], "de_lowest_kj_mol": 0.0, "charge": 1}